A 2-piece molecular cluster, H3NOS overall at a distorted geometry. Source: OMol25; level of theory: ωB97M-V with the def2-TZVPD basis set.

Last column: Löwdin charge in e.
Geometry (Å):
N  -1.65009  0.88799  0.28528  0.024
O  1.89872  -0.80363  0.31419  -0.584
S  1.32465  0.62180  -0.18510  0.675
H  -1.72415  -0.03209  0.71207  -0.068
H  -1.82085  0.75862  -0.71217  -0.074
H  1.97172  -1.43269  -0.41426  0.026

Kohn-Sham gap (spin up / spin down) = 6.29 / 6.29 eV
total charge = 0
LUMO level (spin up / spin down) = -2.6 / -2.6 eV
spin multiplicity = 1



One molecule with the formula C5H10N2O at a distorted geometry. Source: OMol25; level of theory: ωB97M-V with the def2-TZVPD basis set.

Last column: Löwdin charge in e.
Geometry (Å):
C  -1.05954  0.37893  -0.42593  -0.142
C  0.81208  0.54480  -0.30376  -0.193
C  -1.76611  1.16813  0.62818  -0.069
C  1.60760  1.04599  0.86067  -0.080
N  -0.08042  -0.53913  -0.12028  -0.101
C  0.04022  -1.82099  -0.65945  -0.521
O  1.32452  -2.21798  -0.81214  0.088
N  -0.99194  -2.50475  -0.88854  0.156
H  1.89085  -1.43188  -0.69453  0.104
H  -1.57243  0.25595  -1.37812  0.131
H  1.00329  0.94580  -1.29308  0.116
H  -0.76608  -3.46689  -1.12382  0.056
H  -2.70860  0.67028  0.88166  0.080
H  -2.01650  2.16917  0.27098  0.077
H  -1.16923  1.25514  1.53309  0.071
H  1.58484  0.34195  1.69348  0.083
H  2.64963  1.21114  0.58101  0.071
H  1.21782  1.99435  1.25059  0.073

Kohn-Sham gap = 9.36 eV
total charge = 0
LUMO level = 0.8 eV
SMILES = [H]/N=C(\O)N1[C@H](C)[C@@H]1C
spin multiplicity = 1



Q: Which energy above the lowest of the compared OMol25 structures with the same formula, charge and spin values were calculated for the entries above? A: 86.1; 61.7, in kcal/mol.